A | Below is a molecular structure, C37H27Cl3F6N4O11S4Sc, with properties calculated with ωB97M-V/def2-TZVPD.

ORCA input file:
```
! wB97M-V def2-TZVPD RIJCOSX def2/J DEFGRID3
* xyz -1 1
Sc 0.105 0.016 0.068
Cl 2.398 -9.651 -1.520
C 2.834 -8.205 -0.663
C 1.854 -7.310 -0.280
C 2.222 -6.157 0.393
C 3.548 -5.878 0.708
C 3.956 -4.611 1.426
C 3.024 -4.112 2.528
N 1.833 -3.402 2.082
C 0.510 -3.798 2.196
C -0.226 -2.780 1.678
N 0.615 -1.757 1.294
C 1.829 -2.149 1.588
O 4.409 -3.543 0.596
C 3.722 -3.315 -0.643
C 4.438 -3.995 -1.777
C 3.869 -4.668 -2.813
Cl 2.195 -4.917 -3.116
S 5.020 -5.320 -3.912
C 6.308 -4.666 -2.988
C 5.860 -3.994 -1.901
C 4.507 -6.804 0.299
Cl 6.196 -6.546 0.620
C 4.166 -7.960 -0.380
H 0.817 -7.497 -0.519
H 1.442 -5.451 0.644
H 4.847 -4.885 1.998
H 3.581 -3.416 3.155
H 2.720 -4.946 3.160
H 0.227 -4.745 2.621
H -1.295 -2.702 1.573
H 2.715 -1.547 1.457
H 3.738 -2.235 -0.803
H 2.672 -3.604 -0.597
H 7.329 -4.815 -3.298
H 6.514 -3.514 -1.188
H 4.930 -8.657 -0.689
O -2.414 1.429 3.185
C -1.379 1.289 2.554
O -1.309 0.548 1.460
C -0.108 2.017 3.072
C 1.117 1.898 2.405
C 2.239 2.561 2.887
C 2.148 3.341 4.027
C 0.921 3.443 4.674
C -0.214 2.794 4.216
N 0.831 4.266 5.880
O 1.840 4.829 6.271
O -0.242 4.355 6.445
H 1.147 1.189 1.393
H 3.183 2.463 2.362
H 3.011 3.863 4.415
H -1.160 2.885 4.730
O 1.751 0.740 0.324
O -0.254 -1.319 -1.608
S -1.070 -0.873 -2.875
C -1.824 -2.470 -3.237
C -3.092 -2.489 -3.790
C -3.699 -3.704 -4.089
C -3.031 -4.888 -3.829
C -1.756 -4.859 -3.269
C -1.151 -3.652 -2.972
C 0.202 -1.107 -4.273
C -0.096 -0.597 -5.513
C 0.807 -0.745 -6.567
C 1.993 -1.418 -6.374
C 2.275 -1.950 -5.114
C 1.387 -1.795 -4.074
H -3.613 -1.559 -3.991
H -4.690 -3.721 -4.522
H -3.499 -5.837 -4.058
H -1.233 -5.785 -3.064
H -0.163 -3.631 -2.534
H -1.030 -0.073 -5.678
H 0.564 -0.330 -7.537
H 2.697 -1.538 -7.188
H 3.202 -2.484 -4.944
H 1.622 -2.203 -3.100
F 1.424 3.253 -4.081
C 1.491 2.839 -2.826
F 2.681 2.288 -2.635
F 1.357 3.852 -1.999
S 0.177 1.526 -2.515
O -0.354 1.721 -1.169
O 0.881 0.247 -2.676
N -0.844 1.794 -3.659
S -1.846 3.045 -3.641
O -2.541 3.076 -4.885
O -1.261 4.257 -3.166
C -3.170 2.615 -2.381
F -2.981 3.250 -1.246
F -4.352 2.977 -2.873
F -3.217 1.301 -2.151
*
```

LUMO	1.52	eV
Kohn-Sham gap	6.10	eV



B | Below is a molecular structure, C37H27Cl3F6N4O11S4Sc, with properties calculated with ωB97M-V/def2-TZVPD.

ORCA input file:
```
! wB97M-V def2-TZVPD RIJCOSX def2/J DEFGRID3
* xyz -1 1
Sc 1.935 -0.275 0.412
Cl -4.379 4.837 -4.620
C -4.291 4.149 -3.030
C -3.063 3.937 -2.437
C -3.022 3.371 -1.172
C -4.176 3.006 -0.485
C -4.142 2.284 0.844
C -3.081 2.733 1.855
N -1.693 2.431 1.576
C -0.704 3.344 1.281
C 0.432 2.625 1.075
N 0.161 1.288 1.233
C -1.106 1.211 1.556
O -4.141 0.869 0.676
C -3.359 0.328 -0.392
C -4.130 0.277 -1.679
C -3.587 0.580 -2.895
Cl -1.969 1.037 -3.201
S -4.735 0.455 -4.167
C -5.963 -0.022 -3.071
C -5.505 -0.081 -1.793
C -5.397 3.251 -1.123
Cl -6.910 2.848 -0.356
C -5.470 3.815 -2.383
H -2.149 4.177 -2.963
H -2.052 3.159 -0.742
H -5.079 2.495 1.362
H -3.356 2.267 2.803
H -3.152 3.815 1.975
H -0.901 4.402 1.248
H 1.416 2.980 0.830
H -1.664 0.308 1.755
H -3.084 -0.673 -0.051
H -2.433 0.881 -0.558
H -6.959 -0.228 -3.429
H -6.117 -0.343 -0.943
H -6.428 3.981 -2.854
O 1.099 1.833 -3.245
C 1.656 1.563 -2.180
O 1.331 0.599 -1.418
C 2.761 2.516 -1.737
C 3.423 2.442 -0.518
C 4.343 3.421 -0.147
C 4.652 4.461 -1.003
C 3.999 4.502 -2.226
C 3.062 3.563 -2.607
N 4.309 5.613 -3.145
O 5.133 6.439 -2.786
O 3.728 5.657 -4.212
H 3.204 1.668 0.234
H 4.824 3.346 0.820
H 5.369 5.229 -0.753
H 2.555 3.631 -3.557
O 2.994 0.363 1.570
O 0.987 -2.035 1.390
S -0.370 -2.274 1.987
C -0.084 -2.448 3.738
C 1.130 -2.961 4.173
C 1.347 -3.068 5.536
C 0.364 -2.669 6.435
C -0.839 -2.148 5.982
C -1.066 -2.024 4.617
C -0.711 -3.984 1.567
C -1.886 -4.579 2.004
C -2.136 -5.894 1.647
C -1.224 -6.585 0.857
C -0.062 -5.968 0.420
C 0.206 -4.650 0.772
H 1.888 -3.237 3.451
H 2.290 -3.455 5.899
H 0.545 -2.752 7.499
H -1.592 -1.821 6.687
H -1.989 -1.597 4.242
H -2.589 -4.028 2.617
H -3.044 -6.379 1.982
H -1.426 -7.611 0.578
H 0.645 -6.502 -0.202
H 1.103 -4.147 0.439
F 6.233 -0.967 -0.074
C 5.888 -0.577 -1.293
F 6.837 -0.949 -2.155
F 5.798 0.753 -1.313
S 4.242 -1.301 -1.799
O 3.591 -1.675 -0.549
O 3.594 -0.293 -2.575
N 4.549 -2.544 -2.702
S 5.076 -3.912 -2.123
O 5.998 -3.773 -1.031
O 5.375 -4.787 -3.215
C 3.574 -4.714 -1.330
F 3.580 -6.031 -1.576
F 3.563 -4.557 -0.004
F 2.424 -4.224 -1.809
*
```

LUMO	1.46	eV
Kohn-Sham gap	7.52	eV



Q: Which of them is the least stable? A: A.